1.
{"formula": "CH29O14", "method": "ωB97M-V with the def2-TZVPD basis set", "species": ["O", "H", "O", "O", "H", "H", "O", "H", "O", "O", "H", "H", "H", "H", "H", "H", "H", "H", "O", "H", "H", "O", "O", "C", "H", "H", "H", "H", "H", "H", "H", "H", "H", "H", "H", "O", "H", "O", "H", "H", "O", "H", "O", "O"], "coordinates": [[-4.29731, 1.09515, -0.62154], [-1.21820, 1.33628, 1.96980], [-1.98699, 1.49335, 2.51800], [-2.39331, 0.16786, -3.53703], [-2.62267, -1.46124, -1.46155], [0.73187, 1.31825, 3.04027], [0.46144, 0.86067, 1.06792], [1.54015, -2.85633, 0.63298], [-1.12992, -1.58451, 2.06261], [0.88280, 1.96563, 3.72899], [-3.38223, 1.37503, -0.59850], [-4.26171, 0.18126, -0.90399], [3.08604, 0.95329, -1.79510], [2.08036, -1.34047, 2.75924], [-2.30355, 0.02570, -2.59471], [1.54829, -0.85141, 1.42897], [1.03285, 1.20655, -0.84916], [0.09504, 1.92711, 4.27137], [0.33786, 3.69743, 1.13067], [-1.35032, -2.40241, -2.88914], [1.65345, -2.34046, -3.89535], [-3.54969, -1.40573, -1.22959], [1.32769, -3.35166, -0.15807], [0.40368, 0.52351, -0.27846], [-1.57691, -0.84169, 2.46839], [0.76281, -0.48438, -0.48652], [-0.61106, 0.57312, -0.67337], [0.54508, 2.77516, 1.28139], [3.67100, 1.09623, 2.34115], [-1.66849, 2.05866, 3.22171], [-3.84631, -2.31553, -1.20705], [1.31229, -2.69575, -0.85504], [3.68098, 1.33900, -0.45749], [2.43649, 1.29466, 1.48762], [-0.12064, -2.07899, -2.06746], [1.41213, -1.85258, -3.10796], [-1.55276, -0.10811, -3.90250], [3.39174, 1.34989, 1.46143], [-0.69478, -1.21278, 1.29535], [1.59448, -0.93869, -3.32659], [-1.05915, -2.25053, -1.99004], [-0.08091, 3.71176, 0.27006], [2.06418, -1.55311, 1.82610], [3.65422, 1.60081, -1.37781]], "total_energy_ha": -1108.9046, "homo_lumo_gap_ev": 7.518, "total_charge": -1, "relative_energy_kj_mol": 24.3}

***

2.
{"formula": "C14H11Br2Cl2NO6Pb", "method": "ωB97M-V with the def2-TZVPD basis set", "species": ["C", "H", "H", "Br", "Cl", "C", "H", "N", "C", "H", "O", "H", "C", "H", "C", "Pb", "C", "H", "C", "C", "O", "Br", "H", "C", "C", "H", "O", "C", "C", "Cl", "O", "H", "C", "O", "O", "H", "C"], "coordinates": [[13.64707, 8.24198, 8.04232], [7.32794, 11.80202, 4.14544], [9.57356, 5.91135, 11.23923], [9.02308, 10.02307, 4.01946], [11.78091, 12.33207, 8.77192], [11.92799, 6.40174, 6.87759], [15.12798, 6.76358, 7.85758], [11.40736, 7.50188, 7.34682], [12.47193, 10.74242, 8.58218], [9.89724, 8.08506, 11.81803], [8.49587, 5.92026, 8.16875], [13.77900, 5.22196, 6.59461], [12.23316, 8.44800, 7.79977], [11.33048, 5.64916, 6.39384], [14.41292, 9.28987, 8.56665], [8.88994, 8.47850, 7.37252], [14.13274, 6.95081, 7.70656], [7.73757, 3.88704, 9.12885], [9.68838, 8.38707, 10.81884], [13.86756, 10.51904, 8.80496], [7.86844, 8.64945, 9.34849], [8.20261, 12.04337, 6.43156], [10.72613, 5.38805, 10.00254], [13.31712, 6.08285, 7.06881], [8.36488, 11.72455, 4.54332], [10.16995, 9.33565, 10.57642], [10.36171, 9.98888, 8.03709], [8.17289, 8.58910, 10.57005], [11.65174, 9.72848, 8.15055], [16.07932, 9.05364, 8.97849], [8.43982, 4.25069, 9.66002], [9.09004, 12.40992, 4.19756], [9.88760, 6.05421, 10.15710], [10.21966, 7.39477, 9.92233], [7.48701, 8.86730, 11.54765], [14.41882, 11.38427, 9.11444], [8.85770, 5.43417, 9.22660]], "total_energy_ha": -7307.6096, "homo_lumo_gap_ev": 7.639, "total_charge": 0, "relative_energy_kj_mol": 29.0}

***

3.
{"formula": "C49H44Cl2FINOPRuSb2", "method": "ωB97M-V with the def2-TZVPD basis set", "species": ["H", "H", "C", "C", "H", "C", "H", "I", "C", "C", "H", "H", "H", "H", "H", "C", "C", "H", "H", "C", "C", "H", "Ru", "H", "H", "F", "H", "C", "H", "H", "H", "H", "C", "C", "H", "C", "Sb", "C", "H", "C", "C", "C", "C", "H", "C", "Cl", "C", "H", "H", "C", "C", "H", "H", "H", "C", "H", "C", "C", "H", "C", "N", "H", "C", "P", "C", "C", "H", "C", "C", "H", "H", "O", "C", "C", "C", "C", "H", "H", "H", "H", "H", "C", "H", "C", "Sb", "C", "H", "C", "C", "C", "C", "C", "C", "C", "C", "H", "C", "H", "H", "H", "Cl", "C", "C"], "coordinates": [[-4.73312, -3.03496, 3.25824], [-1.22255, -1.33962, 4.47030], [3.40349, 5.19563, 2.75404], [-2.26073, -3.21632, 2.30880], [5.43960, -2.52211, -2.82688], [-1.08000, 0.42625, -3.96163], [-3.06479, -3.56862, -3.20864], [2.02805, -0.26506, 2.29683], [1.60398, 2.89420, -1.31687], [-3.67433, -0.45287, 1.29103], [-3.89981, -0.76603, 0.27369], [-2.35272, -5.26959, -1.13935], [4.01156, 0.24472, 4.40416], [3.98389, 5.94575, 3.26776], [0.90349, 3.67091, -4.53502], [2.80333, 2.80915, 2.49136], [2.53238, 5.54916, 1.75601], [0.61228, -4.78645, -1.64255], [-1.45970, -4.97773, 0.36277], [3.85727, -2.83762, -1.38683], [4.62019, 2.28477, 4.64675], [3.59099, 2.89690, -0.47723], [0.45674, -0.09984, 0.04296], [-6.84886, -3.61924, 2.14714], [-2.40930, -3.16932, 3.38432], [-3.10680, 1.25708, -4.81618], [-3.72897, 1.79318, -2.34645], [2.98972, 3.07446, -1.36176], [-2.90598, 2.71533, 3.19812], [-4.67137, -5.00254, -1.24295], [-2.69417, -0.37654, 4.21355], [-1.40840, -3.85139, 2.08261], [-2.77080, 1.31554, -2.48298], [-3.06380, 4.14217, 1.60317], [-0.79698, 1.75773, 2.36301], [-0.70084, 0.43714, -1.56786], [-1.25643, -2.82913, -1.29567], [-1.28346, 2.55766, 1.81317], [2.40531, 6.57969, 1.46311], [1.81850, 4.55730, 1.10526], [-2.32272, 0.99968, -3.75267], [-2.20868, -4.57434, -0.31551], [0.86100, 3.10193, -2.47781], [-0.20716, 2.95104, -2.46882], [1.49039, 3.50407, -3.64439], [5.61814, -4.89649, -1.55163], [-5.89305, -4.30531, 0.35894], [-0.75577, 0.20321, -4.96738], [-2.00772, -2.31225, -3.87444], [1.87038, -2.96406, 0.08886], [-4.72210, -3.44280, 2.25759], [-3.74318, 0.62776, 1.36847], [-6.81763, -4.54313, -0.14615], [5.00432, 4.38119, 4.62237], [2.86224, 3.69786, -3.67515], [1.15153, 4.84910, 0.30687], [4.55832, -2.11320, -2.36448], [-1.66982, -0.53460, 3.89306], [-0.39064, -4.64862, -3.10266], [2.98724, -0.32533, -2.10562], [2.28243, -1.00180, -1.17467], [5.28696, 2.06759, 5.46425], [-2.46253, 3.09670, 2.28827], [0.90593, 2.24537, 0.24371], [3.89848, 1.25719, 4.05157], [4.45384, 3.56250, 4.18721], [3.35454, 4.00875, -4.58468], [3.60858, 3.49043, -2.52544], [-0.68651, 3.04956, 0.65054], [4.67563, 3.65686, -2.52903], [-3.98197, 4.57799, 1.97054], [0.74130, -2.47153, 0.47995], [-2.60120, -2.61068, -3.01871], [4.09344, -0.84740, -2.72993], [4.21876, -4.12799, -0.92762], [1.93896, 3.20387, 1.43147], [-4.39161, -0.90603, 1.96316], [0.69570, -0.29033, -3.03686], [-0.83945, 4.49990, -0.91995], [3.77302, -5.79196, 0.35022], [4.59969, -0.27005, -3.48686], [-3.47571, -4.24825, 0.36024], [-2.30661, 1.27649, -0.40586], [-1.29193, 4.09945, -0.02638], [-1.67880, -1.13564, 1.79295], [-1.95533, 1.02308, -1.40061], [-2.93449, 5.45696, -0.07955], [-3.49540, -3.64271, 1.62805], [2.69240, -2.24527, -0.83027], [-5.91027, -3.77002, 1.63824], [0.15749, -4.09636, -2.34664], [3.03035, 1.51667, 3.00943], [3.45669, -4.81707, 0.01832], [-4.68571, -4.54837, -0.26274], [2.29726, -4.25890, 0.49933], [2.63133, 0.66961, -2.33687], [-2.47563, 4.63754, 0.45174], [-3.36242, -1.86652, -2.82481], [0.93188, -3.50071, -2.81823], [-1.09389, 0.37040, 4.06673], [1.29458, -5.09722, 1.60749], [3.55553, 3.85145, 3.14097], [-0.27729, 0.15097, -2.86746]], "total_energy_ha": -4257.9508, "homo_lumo_gap_ev": [5.059, 4.489], "total_charge": 1, "spin_multiplicity": 6}